(a)
# C3H7ClNO

C3H7ClNO as an isolated structure (the ωB97M-V functional and the def2-TZVPD basis, the OMol25 dataset).

Calculated values
Gap between HOMO and LUMO ... 7.274 eV
Lowest unoccupied orbital energy ... 0.1413 hartree

```
! RIJCOSX wB97M-V def2-TZVPD def2/J DEFGRID3
* xyz -1 1
Cl -30.911 -23.930 -17.365
C -33.854 -24.033 -20.798
C -33.092 -24.119 -19.466
O -33.600 -23.949 -18.321
N -31.795 -24.406 -19.507
C -30.984 -24.623 -20.719
H -34.871 -23.650 -20.720
H -33.906 -25.027 -21.242
H -33.413 -23.382 -21.553
H -31.345 -24.417 -18.602
H -31.233 -24.053 -21.615
H -30.802 -25.682 -20.898
H -29.980 -24.280 -20.469
*
```

Atomic partial charges in e from the Mulliken method, atoms 1 to 5: Cl -0.74; C -1.17; C 0.80; O -0.71; N -0.28


(b)
# C3H7ClNO

A 2-piece molecular cluster, C3H7ClNO overall (the ωB97M-V functional and the def2-TZVPD basis, the OMol25 dataset).

Calculated values
Gap between HOMO and LUMO (alpha / beta) ... 7.621 / 7.181 eV
Lowest unoccupied orbital energy (alpha / beta) ... 0.1446 / 0.1454 hartree

```
! RIJCOSX wB97M-V def2-TZVPD def2/J DEFGRID3
* xyz -1 1
C 0.886 -0.870 0.043
C -0.865 1.012 -0.049
C -0.417 -0.398 0.640
N -0.269 -0.271 2.057
O 0.903 1.412 2.192
Cl -1.782 0.276 2.714
H 1.096 -0.661 -0.987
H 1.734 -0.299 0.541
H 0.923 -1.873 0.163
H -0.446 1.224 -0.956
H -0.384 1.667 0.645
H -1.864 1.114 0.113
H -1.139 -1.163 0.343
*
```

Atomic partial charges in e from the Mulliken method, atoms 1 to 5: C -1.47; C -1.47; C 0.61; N -0.49; O -0.71


Energy ordering: (a) at the bottom, the next structure 5.326 eV above.


(a)
# C5H15NO2

A 3-piece molecular cluster, C5H15NO2 overall (the ωB97M-V functional and the def2-TZVPD basis, the OMol25 dataset).

Calculated values
Gap between HOMO and LUMO ... 8.442 eV
Lowest unoccupied orbital energy ... 0.0203 hartree
Structure (SMILES) ... CCC/C=C/N.O.O

```
! RIJCOSX wB97M-V def2-TZVPD def2/J DEFGRID3
* xyz 0 1
C 0.685 2.621 -1.522
C 0.106 2.538 -0.099
C -0.511 1.103 0.104
C 0.524 0.052 -0.361
C 0.925 -0.771 0.601
N 1.619 -1.962 0.429
H -0.160 2.494 -2.258
H 1.395 1.894 -1.914
H 1.034 3.616 -1.783
H 0.884 2.826 0.593
H -0.753 3.235 -0.045
H -0.913 0.819 1.070
H -1.265 1.066 -0.701
H 0.775 -0.175 -1.391
H 0.692 -0.678 1.664
H 2.218 -2.346 1.134
H 1.809 -2.153 -0.544
O -4.996 -1.269 -3.966
H -4.882 -0.868 -3.093
H -4.546 -2.120 -3.913
O 1.549 -3.648 5.335
H 2.491 -3.557 5.174
H 1.321 -2.715 5.486
*
```

Atomic partial charges in e from the Mulliken method, atoms 1 to 5: C -1.13; C -0.34; C -0.70; C -0.31; C -0.09


(b)
# C5H15NO2

A 3-piece molecular cluster, C5H15NO2 overall (the ωB97M-V functional and the def2-TZVPD basis, the OMol25 dataset).

Calculated values
Gap between HOMO and LUMO ... 10.575 eV
Lowest unoccupied orbital energy ... 0.0311 hartree
Structure (SMILES) ... C=NCCCC.O.O

```
! RIJCOSX wB97M-V def2-TZVPD def2/J DEFGRID3
* xyz 0 1
C 1.420 1.946 1.328
N 0.941 1.296 0.363
C 1.734 0.186 -0.135
C 1.260 -1.138 0.508
C -0.146 -1.481 -0.015
C -0.124 -2.567 -1.103
H 0.775 2.570 1.939
H 2.462 1.900 1.674
H 1.742 0.096 -1.203
H 2.798 0.288 0.147
H 1.344 -1.061 1.601
H 2.125 -1.795 0.429
H -0.658 -0.586 -0.371
H -0.728 -1.707 0.881
H -1.022 -3.178 -1.093
H 0.194 -2.108 -2.035
H 0.715 -3.233 -0.888
O -0.807 2.088 -1.772
H -0.023 1.520 -1.780
H -0.304 2.855 -1.457
O -3.320 -0.305 1.074
H -3.602 -0.160 0.171
H -3.054 0.520 1.504
*
```

Atomic partial charges in e from the Mulliken method, atoms 1 to 5: C -0.39; N -0.22; C -0.79; C -0.63; C -0.18


(c)
# C5H15NO2

A 2-piece molecular cluster, C5H15NO2 overall (the ωB97M-V functional and the def2-TZVPD basis, the OMol25 dataset).

Calculated values
Gap between HOMO and LUMO ... 9.834 eV
Lowest unoccupied orbital energy ... 0.0266 hartree
Structure (SMILES) ... C[C@H](O)CO.CCN

```
! RIJCOSX wB97M-V def2-TZVPD def2/J DEFGRID3
* xyz 0 1
C -3.003 0.966 0.476
C -1.658 0.448 -0.020
O -1.572 0.583 -1.426
C -1.446 -1.032 0.370
O -0.567 -1.677 -0.492
H -3.092 0.822 1.551
H -3.812 0.426 -0.014
H -3.107 2.024 0.245
H -0.851 1.049 0.432
H -1.220 -0.259 -1.749
H -2.404 -1.563 0.298
H -1.116 -1.096 1.422
H 0.439 -1.389 -0.940
C 2.754 0.990 0.464
C 2.044 -0.345 0.435
N 1.770 -0.870 -1.106
H 3.103 1.209 1.476
H 2.106 1.785 0.096
H 3.641 0.959 -0.173
H 1.162 -0.339 1.069
H 2.684 -1.148 0.789
H 2.531 -1.442 -1.455
H 1.615 -0.101 -1.749
*
```

Atomic partial charges in e from the Mulliken method, atoms 1 to 5: C -1.44; C 0.73; O -0.57; C -0.62; O -0.74


Energy ordering: (c) at the bottom, the next structure 0.056 eV above.


(a)
# C5H15NO2

A 2-piece molecular cluster, C5H15NO2 overall (the ωB97M-V functional and the def2-TZVPD basis, the OMol25 dataset).

Calculated values
Gap between HOMO and LUMO ... 10.223 eV
Lowest unoccupied orbital energy ... 0.0323 hartree
Structure (SMILES) ... CC(C)[C@H](N)CO.O

```
! RIJCOSX wB97M-V def2-TZVPD def2/J DEFGRID3
* xyz 0 1
C -0.985 0.246 -2.774
C 0.354 0.372 -1.979
C 1.052 1.646 -2.379
C 0.293 0.172 -0.424
N 1.543 -0.479 -0.045
C -0.924 -0.531 0.163
O -1.313 0.017 1.431
H -1.879 0.207 -2.159
H -0.941 -0.690 -3.325
H -1.108 1.076 -3.463
H 0.975 -0.451 -2.321
H 1.974 1.828 -1.821
H 0.530 2.576 -2.223
H 1.341 1.639 -3.434
H 0.283 1.187 -0.021
H 1.499 -0.786 0.922
H 1.714 -1.303 -0.605
H -1.808 -0.561 -0.415
H -0.727 -1.602 0.296
H -0.914 0.883 1.521
O 0.091 -1.137 4.951
H -0.739 -1.127 4.455
H -0.154 -1.552 5.778
*
```

Atomic partial charges in e from the Mulliken method, atoms 1 to 5: C -1.32; C 0.80; C -1.92; C -0.13; N -0.68


(b)
# C5H15NO2

A 3-piece molecular cluster, C5H15NO2 overall (the ωB97M-V functional and the def2-TZVPD basis, the OMol25 dataset).

Calculated values
Gap between HOMO and LUMO ... 9.494 eV
Lowest unoccupied orbital energy ... 0.0220 hartree
Structure (SMILES) ... CN1CCCC1.O.O

```
! RIJCOSX wB97M-V def2-TZVPD def2/J DEFGRID3
* xyz 0 1
C 0.048 0.376 -1.626
N -0.082 -0.484 -0.442
C -1.475 -0.665 0.011
C -1.784 0.084 1.343
C -0.497 0.689 1.819
C 0.591 0.163 0.738
H 0.331 1.393 -1.525
H 0.944 -0.184 -2.228
H -0.801 0.210 -2.200
H -2.356 -0.241 -0.765
H -1.601 -1.777 0.059
H -2.569 0.862 1.210
H -2.215 -0.628 2.058
H -0.340 0.329 2.750
H -0.532 1.775 1.699
H 1.088 -0.665 1.270
H 1.279 0.865 0.359
O -0.190 -3.413 -2.063
H -0.206 -2.400 -2.001
H 0.805 -3.455 -1.892
O 3.115 2.733 0.409
H 3.010 2.258 -0.267
H 3.437 2.175 1.285
*
```

Atomic partial charges in e from the Mulliken method, atoms 1 to 5: C -1.15; N -0.03; C -0.51; C -0.51; C -0.61


(c)
# C5H15NO2

A 2-piece molecular cluster, C5H15NO2 overall (the ωB97M-V functional and the def2-TZVPD basis, the OMol25 dataset).

Calculated values
Gap between HOMO and LUMO ... 9.388 eV
Lowest unoccupied orbital energy ... 0.0235 hartree
Structure (SMILES) ... CNCC[C@H](C)O.O

```
! RIJCOSX wB97M-V def2-TZVPD def2/J DEFGRID3
* xyz 0 1
C -3.048 -0.025 1.220
N -1.913 -0.185 0.321
C -1.448 1.109 -0.235
C -0.235 0.939 -1.118
C 0.844 0.065 -0.489
C 1.286 0.407 0.939
O 1.956 0.058 -1.349
H -3.111 0.996 1.613
H -2.956 -0.652 2.106
H -4.024 -0.238 0.776
H -2.229 -0.730 -0.477
H -1.237 1.758 0.615
H -2.288 1.584 -0.756
H -0.460 0.402 -2.046
H 0.256 1.884 -1.356
H 0.415 -0.936 -0.426
H 1.985 1.258 0.895
H 0.499 0.697 1.614
H 1.839 -0.450 1.311
H 2.344 -0.834 -1.397
O 3.475 -2.349 -0.705
H 4.239 -2.662 -1.213
H 3.812 -2.098 0.160
*
```

Atomic partial charges in e from the Mulliken method, atoms 1 to 5: C -0.91; N -0.24; C -0.81; C -0.82; C 0.56


Energy ordering: (c) at the bottom, the next structure 0.268 eV above.


(a)
# C5H15NO2

A 3-piece molecular cluster, C5H15NO2 overall (the ωB97M-V functional and the def2-TZVPD basis, the OMol25 dataset).

Calculated values
Gap between HOMO and LUMO ... 9.758 eV
Lowest unoccupied orbital energy ... 0.0233 hartree
Structure (SMILES) ... C/C=C/CCN.O.O

```
! RIJCOSX wB97M-V def2-TZVPD def2/J DEFGRID3
* xyz 0 1
C 2.638 -1.311 0.604
C 1.137 -1.144 0.776
C 0.464 -0.041 0.486
C -1.052 0.008 0.625
C -1.767 -0.307 -0.678
N -1.688 0.851 -1.581
H 2.823 -1.868 -0.298
H 3.034 -1.781 1.505
H 3.102 -0.330 0.572
H 0.585 -1.983 1.191
H 0.893 0.867 0.072
H -1.303 -0.733 1.393
H -1.349 0.975 1.035
H -2.793 -0.621 -0.512
H -1.258 -1.194 -1.079
H -2.563 0.977 -2.075
H -1.624 1.662 -0.977
O -0.425 2.083 3.017
H -0.337 3.012 3.245
H -0.812 1.639 3.785
O 0.833 -0.778 -3.089
H 0.556 -0.276 -2.313
H 0.299 -0.426 -3.806
*
```

Atomic partial charges in e from the Mulliken method, atoms 1 to 5: C -1.22; C 0.10; C -0.35; C -0.87; C -0.68


(b)
# C5H15NO2

A 2-piece molecular cluster, C5H15NO2 overall (the ωB97M-V functional and the def2-TZVPD basis, the OMol25 dataset).

Calculated values
Gap between HOMO and LUMO ... 10.205 eV
Lowest unoccupied orbital energy ... 0.0314 hartree
Structure (SMILES) ... C[C@H](N)CCCO.O

```
! RIJCOSX wB97M-V def2-TZVPD def2/J DEFGRID3
* xyz 0 1
C 0.085 0.412 3.175
C 0.280 -0.391 1.878
N 1.214 -1.499 1.987
C 0.666 0.530 0.726
C -0.409 0.665 -0.356
C -0.605 -0.612 -1.149
O 0.434 -0.839 -2.109
H 1.035 0.822 3.524
H -0.636 1.227 2.998
H -0.357 -0.223 3.945
H -0.676 -0.855 1.649
H 0.882 -2.237 2.587
H 2.161 -1.263 2.239
H 1.600 0.233 0.252
H 0.891 1.532 1.080
H -1.363 0.956 0.090
H -0.121 1.462 -1.063
H -1.526 -0.645 -1.720
H -0.648 -1.492 -0.490
H 1.282 -0.616 -1.700
O -1.549 1.457 -3.830
H -0.588 1.385 -3.855
H -1.798 1.317 -2.914
*
```

Atomic partial charges in e from the Mulliken method, atoms 1 to 5: C -1.59; C 0.38; N -0.57; C -0.79; C -0.60


(c)
# C5H15NO2

A 2-piece molecular cluster, C5H15NO2 overall (the ωB97M-V functional and the def2-TZVPD basis, the OMol25 dataset).

Calculated values
Gap between HOMO and LUMO ... 9.571 eV
Lowest unoccupied orbital energy ... 0.0265 hartree
Structure (SMILES) ... C[C@H](N)CCCO.O

```
! RIJCOSX wB97M-V def2-TZVPD def2/J DEFGRID3
* xyz 0 1
C -2.003 -0.414 2.176
C -1.303 0.252 0.975
N -2.292 0.807 0.088
C -0.499 -0.931 0.229
C 0.956 -0.502 -0.142
C 0.969 0.922 -0.744
O 0.711 0.847 -2.176
H -2.652 -1.229 1.865
H -1.232 -0.835 2.834
H -2.745 0.146 2.735
H -0.548 0.928 1.386
H -2.981 0.121 -0.196
H -1.892 1.099 -0.799
H -0.932 -1.404 -0.670
H -0.469 -1.726 0.970
H 1.568 -0.505 0.764
H 1.327 -1.187 -0.891
H 1.915 1.457 -0.813
H 0.267 1.640 -0.349
H 0.818 -0.067 -2.430
O 3.454 -0.116 -1.505
H 3.163 0.702 -1.918
H 4.399 -0.005 -1.389
*
```

Atomic partial charges in e from the Mulliken method, atoms 1 to 5: C -1.72; C 0.38; N -0.70; C -0.65; C -0.48


(d)
# C5H15NO2

C5H15NO2 as an isolated structure (the ωB97M-V functional and the def2-TZVPD basis, the OMol25 dataset).

Calculated values
Gap between HOMO and LUMO ... 8.649 eV
Lowest unoccupied orbital energy ... 0.0286 hartree

```
! RIJCOSX wB97M-V def2-TZVPD def2/J DEFGRID3
* xyz 0 1
C 1.491 -0.754 -0.605
C 2.436 -0.406 -1.731
C 0.156 1.476 -0.921
O 0.681 -1.666 -0.690
O 1.940 -0.430 0.661
H -0.657 -1.124 0.431
H 2.466 0.379 0.628
H 3.270 -1.109 -1.697
H 2.826 0.607 -1.642
H 1.923 -0.515 -2.682
H -0.619 2.226 -0.725
H 0.044 1.229 -1.975
H 1.076 2.051 -0.820
C -2.590 -0.432 0.363
C -1.013 -0.147 2.212
N -1.189 -0.297 0.767
H -0.520 0.605 -0.072
H -3.079 -1.280 0.853
H -3.127 0.482 0.621
H -1.455 0.797 2.534
H -1.484 -0.962 2.773
H -2.626 -0.574 -0.715
H 0.052 -0.156 2.434
*
```

Atomic partial charges in e from the Mulliken method, atoms 1 to 5: C 0.67; C -1.19; C -1.24; O -0.67; O -0.44


Energy ordering: (b) at the bottom, the next structure 0.471 eV above.


(a)
# C3H9O2

A 2-piece molecular cluster, C3H9O2 overall (the ωB97M-V functional and the def2-TZVPD basis, the OMol25 dataset).

Calculated values
Gap between HOMO and LUMO ... 6.082 eV
Lowest unoccupied orbital energy ... 0.1468 hartree

```
! RIJCOSX wB97M-V def2-TZVPD def2/J DEFGRID3
* xyz -1 1
C 2.732 1.549 0.177
O 1.574 0.878 0.330
H 3.637 0.901 0.050
H 2.755 2.180 -0.757
H 3.093 2.240 0.990
C -1.195 -0.407 -0.090
O -1.236 -1.037 -1.394
C -1.978 -1.138 1.007
H -0.159 -0.405 0.257
H -1.511 0.628 -0.222
H -1.273 -0.287 -1.987
H -1.397 -2.062 1.136
H -1.971 -0.609 1.954
H -2.978 -1.493 0.748
*
```

Atomic partial charges in e from the Mulliken method, atoms 1 to 5: C -0.71; O -0.76; H 0.17; H 0.17; H 0.15


(b)
# C3H9O2

C3H9O2 as an isolated structure (the ωB97M-V functional and the def2-TZVPD basis, the OMol25 dataset).

Calculated values
Gap between HOMO and LUMO ... 7.912 eV
Lowest unoccupied orbital energy ... 0.1661 hartree

```
! RIJCOSX wB97M-V def2-TZVPD def2/J DEFGRID3
* xyz -1 1
C -1.322 2.281 1.371
O -1.343 1.594 0.130
H -1.511 3.331 1.142
H -1.976 1.782 2.089
H -0.267 2.366 1.732
C 0.197 -1.099 -0.680
O 0.500 0.170 -0.358
C 1.490 -1.931 -0.962
H -0.297 -1.641 0.170
H -0.483 -1.349 -1.537
H -0.398 0.944 0.102
H 1.277 -2.756 -1.650
H 2.196 -1.255 -1.448
H 1.937 -2.437 -0.100
*
```

Atomic partial charges in e from the Mulliken method, atoms 1 to 5: C -0.59; O -0.65; H 0.21; H 0.18; H 0.22


Energy ordering: (b) at the bottom, the next structure 0.593 eV above.


(a)
# CHO3PS2

A 3-piece molecular cluster, CHO3PS2 overall (the ωB97M-V functional and the def2-TZVPD basis, the OMol25 dataset).

Calculated values
Gap between HOMO and LUMO ... 5.839 eV
Lowest unoccupied orbital energy ... 0.1786 hartree

```
! RIJCOSX wB97M-V def2-TZVPD def2/J DEFGRID3
* xyz -2 1
C 1.540 0.117 0.344
O -4.787 -0.911 0.275
O -4.921 1.531 -0.353
O 1.500 1.027 -0.382
P -4.688 0.095 -0.842
S 5.412 -0.076 -0.498
S 1.616 -1.051 1.363
H 4.328 -0.732 0.092
*
```

Atomic partial charges in e from the Mulliken method, atoms 1 to 5: C 0.65; O -0.49; O -0.53; O -0.32; P 0.02


(b)
# CHO3PS2

An isolated ion of composition CHO3PS2 and charge -2 (the ωB97M-V functional and the def2-TZVPD basis, the OMol25 dataset).

Calculated values
Gap between HOMO and LUMO ... 5.953 eV
Lowest unoccupied orbital energy ... 0.2145 hartree
Structure (SMILES) ... O=[P@@]([O-])(O)C(=S)[S-]

```
! RIJCOSX wB97M-V def2-TZVPD def2/J DEFGRID3
* xyz -2 1
O 2.056 -1.232 -1.070
P 1.604 -0.079 -0.214
O 2.450 1.111 -0.056
O 0.140 0.399 -0.700
C 1.088 -0.688 1.495
S 2.426 -1.162 2.499
S -0.503 -0.442 2.000
H -0.210 0.162 0.138
*
```

Atomic partial charges in e from the Mulliken method, atoms 1 to 5: O -0.77; P 0.81; O -0.72; O -0.47; C 0.02


Energy ordering: (a) at the bottom, the next structure 0.224 eV above.